Record 1
Here is 2 unconnected molecules or ions with the total composition C2H8N4P in a non-equilibrium geometry from the Open Molecules 2025 dataset. Energies are from ωB97M-V/def2-TZVPD.

Values from the calculation:
total charge	+1
HOMO (alpha / beta)	-9.56 / -13.86	eV
maximum force	5.33	eV/Å
spin multiplicity	3
orbital gap (alpha / beta)	4.7 / 7.3	eV
lowest unoccupied orbital energy (alpha / beta)	-4.824 / -6.599	eV

Last column: Mulliken charge in e.
Element x y z (Å)
C (0.038, 0.419, -0.005)  0.43
C (1.093, 2.397, -1.046)  -0.73
N (-1.880, -0.835, 1.684)  -0.48
N (-1.998, -1.892, 1.308)  0.46
N (-1.864, -2.905, 0.585)  -0.33
N (0.034, 1.628, -0.415)  -0.12
P (1.346, -0.770, -0.161)  -0.15
H (0.737, 2.792, -1.998)  0.31
H (1.965, 1.770, -1.217)  0.29
H (1.365, 3.235, -0.402)  0.30
H (-2.351, -3.762, 0.826)  0.26
H (-1.255, -2.874, -0.233)  0.19
H (-0.815, 2.173, -0.277)  0.27
H (2.462, -0.050, 0.254)  0.13
H (1.122, -1.327, 1.097)  0.16

***

Record 2
Here is C2H8N6O2 in the gas phase in a non-equilibrium geometry from the Open Molecules 2025 dataset. Energies are from ωB97M-V/def2-TZVPD.

Values from the calculation:
structure (SMILES)	[H]/N=N/N(N)N(N)CC(=O)O
HOMO	-8.59	eV
maximum force	5.09	eV/Å
spin multiplicity	1
orbital gap	9.0	eV
lowest unoccupied orbital energy	0.361	eV

Last column: Mulliken charge in e.
Element x y z (Å)
C (-0.087, 0.942, -2.104)  0.45
C (-0.978, 0.448, -0.924)  -0.51
N (0.791, -1.766, 0.527)  -0.56
N (1.245, -1.791, -0.677)  -0.40
N (-0.646, 1.551, 1.034)  -0.58
N (0.020, -0.588, 2.281)  -0.67
N (-0.194, 0.592, 0.271)  0.08
N (0.063, -0.815, 0.959)  0.83
O (1.060, 0.277, -2.168)  -0.53
O (-0.421, 1.809, -2.874)  -0.59
H (-1.113, -0.601, -1.239)  0.33
H (-1.898, 0.974, -0.921)  0.42
H (1.098, -0.430, -1.417)  0.59
H (1.646, -2.605, -1.017)  0.15
H (-1.627, 1.482, 1.254)  0.23
H (0.143, 2.017, 1.596)  0.26
H (0.920, -0.130, 2.485)  0.22
H (-0.021, -1.366, 2.935)  0.28

***

Record 3
Here is 2 unconnected molecules or ions with the total composition C2H8NO in a non-equilibrium geometry from the Open Molecules 2025 dataset. Energies are from ωB97M-V/def2-TZVPD.

Values from the calculation:
total charge	+1
HOMO	-16.32	eV
maximum force	3.10	eV/Å
spin multiplicity	1
orbital gap	11.7	eV
lowest unoccupied orbital energy	-4.595	eV

Last column: Mulliken charge in e.
Element x y z (Å)
O (-0.564, -2.410, 1.095)  -0.70
H (-0.117, -2.195, 1.930)  0.33
H (-1.133, -3.257, 1.116)  0.34
H (-0.434, 2.769, -1.266)  0.33
C (0.387, 2.241, -0.788)  -0.96
C (-0.024, 0.960, -0.135)  0.33
N (0.281, -0.225, -0.473)  -0.18
H (1.158, 1.925, -1.440)  0.31
H (0.792, 2.918, 0.024)  0.30
H (-0.679, 0.993, 0.812)  0.32
H (0.622, -0.532, -1.442)  0.30
H (0.152, -0.970, 0.350)  0.28